An isolated ion of composition C7H14NO and charge +1 in a non-equilibrium geometry, computed with the ωB97M-V functional and the def2-TZVPD basis.

Values from the calculation:
Net charge: +1
Orbital gap in eV: 8.3
Relative energy (zero: lowest compared OMol25 entry of this formula, charge and spin) in kcal per mole: 105.6
Lowest unoccupied orbital energy in eV: -6.19

Cartesian coordinates (Å):
C -0.510 0.392 -0.106
C -1.299 1.531 -0.040
C -2.914 1.190 -0.357
C 1.782 -3.277 -0.316
C -0.048 3.235 1.009
C 0.821 -2.110 -0.280
C 1.545 -0.795 -0.271
N 0.825 0.419 -0.136
O -1.124 2.778 0.245
H -1.047 -0.511 -0.292
H -2.975 0.470 0.352
H -3.135 0.884 -1.305
H -3.507 2.127 0.024
H 1.218 -4.206 -0.456
H 2.395 -3.094 -1.207
H 2.534 -3.621 0.515
H -0.418 3.751 1.826
H 0.604 3.961 0.530
H 0.567 2.372 1.306
H 0.225 -2.158 0.632
H 0.123 -2.000 -1.104
H 2.205 -0.648 0.653
H 2.132 -0.690 -1.223

Charges computed using Löwdin, reported in e: C -0.064; C -0.120; C 0.095; C -0.104; C 0.004; C -0.280; C -0.240; N 0.132; O 0.057; H 0.114; H 0.040; H 0.058; H 0.143; H 0.076; H 0.074; H 0.127; H 0.090; H 0.122; H 0.104; H 0.116; H 0.114; H 0.177; H 0.165



C40H44AsN5PPdS as an isolated structure, computed with the ωB97M-V functional and the def2-TZVPD basis.

Values from the calculation:
Net charge: +3
Orbital gap in eV: 6.3
Relative energy (zero: lowest compared OMol25 entry of this formula, charge and spin) in kcal per mole: 0.0
Lowest unoccupied orbital energy in eV: -9.88

Cartesian coordinates (Å):
Pd -0.509 -0.335 -0.310
C -0.172 1.207 -2.933
N -0.357 -0.200 -2.507
C -1.619 -0.777 -3.030
C -2.722 -0.134 -2.265
N -2.563 0.311 -1.031
C -3.775 0.950 -0.705
C -4.209 1.637 0.431
C -5.488 2.153 0.427
C -6.346 2.008 -0.675
C -5.936 1.345 -1.809
C -4.643 0.831 -1.793
N -3.933 0.143 -2.765
C 0.012 2.112 -1.762
N 0.151 1.694 -0.517
C 0.533 2.824 0.226
C 0.998 2.968 1.532
C 1.364 4.230 1.953
C 1.290 5.341 1.098
C 0.888 5.207 -0.214
C 0.533 3.928 -0.626
N 0.194 3.432 -1.879
H -1.016 1.531 -3.545
H 0.724 1.281 -3.555
H 0.413 -0.768 -2.853
H -1.599 -1.854 -2.874
H -1.722 -0.589 -4.101
H -3.590 1.771 1.299
H -5.841 2.689 1.297
H -7.341 2.428 -0.631
H -6.584 1.229 -2.667
H -4.268 -0.106 -3.683
H 1.115 2.118 2.187
H 1.732 4.369 2.960
H 1.580 6.314 1.469
H 0.870 6.052 -0.890
H 0.143 3.965 -2.733
S -1.014 -2.598 -0.342
C 0.186 -3.218 -1.490
C -0.125 -4.343 -2.248
C 0.860 -4.926 -3.036
C 2.145 -4.400 -3.078
C 2.459 -3.272 -2.332
C 1.468 -2.678 -1.558
As 1.783 -1.225 -0.352
C 2.798 0.148 -1.206
C 3.257 1.230 -0.455
C 3.976 2.238 -1.075
C 4.233 2.171 -2.440
C 3.769 1.098 -3.189
C 3.047 0.082 -2.576
C 2.770 -2.016 1.077
C 3.920 -1.409 1.577
C 4.695 -2.096 2.499
C 4.321 -3.366 2.918
C 3.180 -3.972 2.403
C 2.402 -3.304 1.472
H -1.117 -4.775 -2.205
H 0.622 -5.806 -3.617
H 2.904 -4.871 -3.687
H 3.467 -2.878 -2.346
H 3.048 1.301 0.606
H 4.341 3.074 -0.493
H 4.807 2.953 -2.918
H 3.985 1.040 -4.247
H 2.711 -0.762 -3.168
H 4.234 -0.429 1.243
H 5.598 -1.640 2.883
H 4.932 -3.896 3.637
H 2.908 -4.972 2.713
H 1.531 -3.790 1.048
C -2.603 1.081 3.670
C -1.503 1.088 2.601
P -1.075 -0.559 1.959
C 0.197 -1.224 3.058
C 1.358 -0.301 3.409
C -2.440 -1.732 2.256
C -3.732 -1.675 1.451
H -2.781 2.104 3.999
H -2.302 0.508 4.547
H -3.545 0.679 3.302
H -0.588 1.481 3.037
H -1.729 1.747 1.765
H 0.538 -2.164 2.624
H -0.356 -1.496 3.964
H 2.136 -0.871 3.917
H 1.045 0.497 4.081
H 1.814 0.145 2.524
H -2.651 -1.557 3.317
H -1.985 -2.722 2.205
H -4.277 -0.748 1.617
H -4.371 -2.497 1.770
H -3.560 -1.785 0.383

Charges computed using Löwdin, reported in e: Pd 0.647; C -0.069; N -0.103; C -0.104; C -0.326; N 0.094; C -0.198; C -0.025; C -0.040; C -0.037; C 0.019; C -0.165; N 0.207; C -0.298; N 0.047; C -0.216; C -0.042; C -0.039; C -0.038; C 0.021; C -0.165; N 0.212; H 0.146; H 0.137; H 0.095; H 0.100; H 0.148; H 0.072; H 0.122; H 0.125; H 0.130; H 0.189; H 0.072; H 0.122; H 0.125; H 0.130; H 0.190; S 0.750; C -0.662; C -0.080; C -0.021; C -0.029; C -0.069; C -0.423; As 1.370; C -0.363; C -0.121; C -0.030; C -0.026; C -0.044; C -0.115; C -0.372; C -0.091; C -0.035; C -0.020; C -0.031; C -0.110; H 0.122; H 0.130; H 0.128; H 0.123; H 0.093; H 0.127; H 0.127; H 0.125; H 0.097; H 0.097; H 0.126; H 0.128; H 0.126; H 0.104; C -0.099; C -0.360; P 0.909; C -0.350; C -0.117; C -0.399; C -0.118; H 0.100; H 0.090; H 0.066; H 0.054; H 0.056; H 0.060; H 0.114; H 0.095; H 0.086; H 0.036; H 0.098; H 0.069; H 0.062; H 0.100; H 0.033



C8H12ClN2O5S2 as an isolated structure in a non-equilibrium geometry, computed with the ωB97M-V functional and the def2-TZVPD basis.

Values from the calculation:
Net charge: -1
Orbital gap in eV: 9.3
Relative energy (zero: lowest compared OMol25 entry of this formula, charge and spin) in kcal per mole: 0.0
Lowest unoccupied orbital energy in eV: 2.95

Cartesian coordinates (Å):
C 2.055 -2.595 0.738
C 1.465 -1.161 0.686
C 2.537 -0.131 0.298
Cl 3.745 -0.063 1.598
S 1.707 1.473 0.045
O 2.661 2.435 -0.423
O 1.121 1.811 1.322
N 0.665 1.119 -1.146
S -0.820 1.668 -0.912
O -1.515 1.522 -2.174
O -0.870 3.023 -0.446
C -1.650 0.578 0.221
C -2.175 -0.620 -0.177
C -2.844 -1.461 0.669
N -3.039 -1.149 1.951
C -2.506 0.000 2.328
C -1.818 0.899 1.550
H 1.335 -3.302 0.331
H 2.315 -2.845 1.766
H 2.982 -2.606 0.160
H 1.071 -0.858 1.658
H 0.640 -1.119 -0.024
H 2.989 -0.434 -0.647
H -2.065 -0.910 -1.219
H -3.250 -2.400 0.310
H -2.648 0.275 3.373
H -1.420 1.823 1.944
O 0.095 1.508 -4.763
H -0.500 2.162 -5.139
H -0.264 1.358 -3.875

Charges computed using Löwdin, reported in e: C -0.111; C -0.323; C -0.757; Cl 0.636; S 0.471; O -0.324; O -0.344; N -0.305; S 0.521; O -0.343; O -0.299; C -0.274; C -0.078; C -0.150; N 0.059; C -0.164; C -0.044; H 0.065; H 0.061; H 0.062; H 0.102; H 0.082; H 0.093; H 0.119; H 0.102; H 0.105; H 0.114; O -0.082; H 0.020; H -0.013



C3H4DyO3 as an isolated structure in a non-equilibrium geometry, computed with the ωB97M-V functional and the def2-TZVPD basis.

Values from the calculation:
Net charge: +1
<S²>: 9.6834
Orbital gap (spin up / spin down) in eV: 7.4 / 8.0
Spin multiplicity: 6
Relative energy (zero: lowest compared OMol25 entry of this formula, charge and spin) in kcal per mole: 0.0
Lowest unoccupied orbital energy (spin up / spin down) in eV: -4.87 / -5.17

Cartesian coordinates (Å):
O 0.797 -0.430 1.640
C 1.081 0.903 1.577
C 0.921 1.466 0.199
O 0.776 0.713 -0.763
Dy 0.147 -1.539 -0.174
H 2.123 1.163 1.878
H 0.443 1.544 2.229
H 1.090 2.546 0.035
C -2.171 -2.070 -1.204
O -2.204 -1.949 -2.517
H -3.003 -2.345 -2.899

Charges computed using Löwdin, reported in e: O -0.458; C -0.362; C -0.177; O -0.145; Dy 1.643; H 0.149; H 0.142; H 0.149; C -0.025; O -0.039; H 0.125



C48H34N7O8P2PtSSe2 as an isolated structure in a non-equilibrium geometry, computed with the ωB97M-V functional and the def2-TZVPD basis.

Values from the calculation:
Net charge: -1
<S²>: 2.0343
Orbital gap (spin up / spin down) in eV: 2.8 / 6.0
Spin multiplicity: 3
Relative energy (zero: lowest compared OMol25 entry of this formula, charge and spin) in kcal per mole: 38.6
Lowest unoccupied orbital energy (spin up / spin down) in eV: 1.02 / 0.54

Cartesian coordinates (Å):
Pt -1.402 -0.884 0.329
O -2.631 -3.078 -0.386
S -3.286 -3.066 0.905
O -4.690 -3.341 0.974
N -2.834 -1.671 1.566
C -3.386 -0.866 2.525
C -4.440 -1.189 3.356
C -4.889 -0.276 4.320
C -4.317 0.959 4.471
C -3.263 1.344 3.619
C -2.678 2.630 3.624
C -1.712 2.947 2.711
C -1.289 1.971 1.797
N -1.794 0.764 1.797
C -2.784 0.423 2.659
C -2.429 -4.306 1.870
C -1.732 -5.291 1.186
C -1.045 -6.261 1.900
C -1.055 -6.236 3.288
C -1.746 -5.240 3.964
C -2.438 -4.270 3.255
H -4.944 -2.138 3.231
H -5.724 -0.551 4.952
H -4.687 1.658 5.210
H -3.028 3.368 4.336
H -1.276 3.935 2.669
H -0.536 2.187 1.048
H -1.728 -5.276 0.104
H -0.493 -7.027 1.372
H -0.517 -6.992 3.846
H -1.741 -5.212 5.046
H -2.975 -3.486 3.776
Se 5.324 1.068 -0.255
P 3.814 1.095 -1.734
C 4.282 0.033 -3.136
C 3.439 -0.934 -3.672
C 3.896 -1.756 -4.693
C 5.184 -1.612 -5.183
C 6.027 -0.645 -4.651
C 5.582 0.169 -3.623
C 3.619 2.787 -2.369
C 3.965 3.140 -3.667
C 3.939 4.476 -4.044
C 3.565 5.451 -3.134
C 3.195 5.095 -1.844
C 3.226 3.766 -1.461
C 2.141 0.603 -1.300
C 1.432 -0.037 -0.281
N 0.165 -0.167 -0.779
N 0.092 0.353 -1.984
N 1.262 0.815 -2.311
P 1.743 -0.716 1.353
Se 0.300 -2.219 1.868
C 3.355 -1.522 1.293
C 3.541 -2.441 0.262
C 4.693 -3.206 0.226
C 5.647 -3.060 1.224
C 5.457 -2.148 2.250
C 4.307 -1.376 2.292
C 1.795 0.638 2.558
C 2.663 1.708 2.352
C 2.719 2.736 3.279
C 1.906 2.702 4.405
C 1.038 1.639 4.605
C 0.981 0.604 3.685
H 2.424 -1.039 -3.318
H 3.238 -2.509 -5.106
H 5.538 -2.260 -5.975
H 7.035 -0.533 -5.028
H 6.243 0.903 -3.179
H 4.245 2.382 -4.385
H 4.213 4.753 -5.054
H 3.564 6.493 -3.429
H 2.891 5.856 -1.136
H 2.953 3.483 -0.451
H 2.783 -2.546 -0.506
H 4.843 -3.917 -0.575
H 6.544 -3.666 1.200
H 6.213 -2.031 3.016
H 4.161 -0.644 3.075
H 3.310 1.723 1.482
H 3.407 3.557 3.125
H 1.950 3.507 5.128
H 0.401 1.617 5.480
H 0.306 -0.230 3.835
O -3.994 0.740 0.308
C -3.700 0.445 -0.845
O -2.638 -0.206 -1.207
C -4.598 0.837 -2.001
C -4.192 0.590 -3.311
C -5.029 1.005 -4.365
C -6.226 1.652 -4.127
C -6.611 1.889 -2.812
C -5.797 1.477 -1.732
N -7.826 2.567 -2.567
O -8.529 2.930 -3.543
O -8.153 2.772 -1.376
N -4.632 0.769 -5.729
O -3.554 0.217 -5.929
O -5.384 1.120 -6.641
H -3.256 0.098 -3.513
H -6.851 1.974 -4.944
H -6.104 1.664 -0.715

Atom charges from the Löwdin analysis, given in e for atoms 1 to 99: Pt 1.201; O -0.346; S 0.578; O -0.254; N -0.291; C -0.263; C -0.014; C -0.065; C -0.043; C -0.143; C 0.007; C -0.037; C -0.110; N 0.007; C -0.173; C -0.309; C -0.071; C -0.072; C -0.084; C -0.077; C -0.074; H 0.108; H 0.107; H 0.109; H 0.120; H 0.110; H 0.122; H 0.115; H 0.105; H 0.101; H 0.105; H 0.105; Se 0.335; P 0.556; C -0.353; C -0.068; C -0.072; C -0.084; C -0.079; C -0.125; C -0.351; C -0.068; C -0.076; C -0.083; C -0.076; C -0.100; C -0.409; C -0.391; N -0.222; N 0.010; N 0.015; P 0.664; Se 0.551; C -0.396; C -0.104; C -0.065; C -0.074; C -0.078; C -0.100; C -0.353; C -0.097; C -0.064; C -0.072; C -0.075; C -0.114; H 0.095; H 0.107; H 0.102; H 0.103; H 0.089; H 0.102; H 0.104; H 0.102; H 0.104; H 0.094; H 0.110; H 0.109; H 0.105; H 0.106; H 0.109; H 0.018; H 0.109; H 0.105; H 0.110; H 0.063; O 0.044; C -0.540; O -0.155; C -0.131; C 0.025; C -0.157; C 0.072; C -0.158; C 0.051; N -0.432; O -0.087; O -0.081; N -0.357; O 0.038